Entry 1:
{
  "formula": "C33H24ClN3O4Ru",
  "method": "ωB97M-V with the def2-TZVPD basis set",
  "symbols": ["Ru", "O", "C", "O", "C", "C", "C", "C", "C", "C", "N", "C", "C", "C", "C", "C", "C", "N", "H", "H", "H", "H", "H", "H", "H", "H", "H", "H", "Cl", "C", "C", "C", "C", "C", "C", "C", "O", "O", "H", "H", "H", "H", "N", "C", "C", "C", "C", "C", "C", "C", "C", "C", "C", "C", "C", "C", "H", "H", "H", "H", "H", "H", "H", "H", "H", "H"],
  "positions_angstrom": [[-0.22644, -1.00620, -0.16425], [5.36484, 4.21064, 1.28399], [4.27954, 3.65618, 1.84448], [3.68968, 4.19669, 2.73067], [3.71034, 2.42897, 1.17660], [2.95130, 1.57798, 1.97581], [2.33046, 0.47345, 1.42331], [2.47331, 0.24429, 0.06012], [3.21650, 1.08258, -0.75867], [3.84750, 2.17650, -0.18498], [1.74445, -0.84275, -0.51362], [2.26358, -1.74991, -1.25545], [1.32148, -2.72252, -1.83064], [1.66531, -3.75637, -2.67101], [0.64742, -4.56938, -3.17275], [-0.66088, -4.31225, -2.82017], [-0.94453, -3.25890, -1.95693], [0.02555, -2.49132, -1.47902], [5.79854, 3.61166, 0.66216], [2.85458, 1.80418, 3.02894], [1.76162, -0.21836, 2.03517], [3.27418, 0.90748, -1.82542], [4.40645, 2.85235, -0.82026], [3.32941, -1.79553, -1.45861], [2.70172, -3.92310, -2.92937], [0.88477, -5.39250, -3.83276], [-1.47355, -4.92007, -3.19180], [-1.95150, -3.02953, -1.63286], [-3.50649, -5.61551, 6.07710], [-2.82672, -4.66212, 4.81351], [-1.47266, -4.78593, 4.52370], [-0.92616, -4.02152, 3.51248], [-1.73517, -3.14099, 2.79591], [-3.09301, -3.02467, 3.09580], [-3.64290, -3.78596, 4.10820], [-1.16820, -2.33163, 1.73219], [0.06775, -2.38815, 1.39975], [-1.86390, -1.46284, 1.08367], [-0.86784, -5.47595, 5.09393], [0.12591, -4.10049, 3.27459], [-3.70872, -2.33855, 2.53030], [-4.69100, -3.71357, 4.35955], [-0.86546, 0.24220, -1.28081], [-1.11648, 1.50016, -1.36661], [-0.58910, 2.25661, -2.49147], [-0.35760, 1.61095, -3.71439], [0.17076, 2.32121, -4.77494], [0.47573, 3.66899, -4.61803], [0.25493, 4.31108, -3.40475], [-0.28099, 3.61204, -2.33985], [-1.86642, 2.05982, -0.23727], [-2.81770, 3.06641, -0.41370], [-3.42860, 3.62794, 0.69464], [-3.07598, 3.20789, 1.96903], [-2.12473, 2.20730, 2.15496], [-1.53955, 1.62392, 1.05140], [-0.64546, 0.57410, -3.83333], [0.32415, 1.83837, -5.72980], [0.87894, 4.22688, -5.45267], [0.49902, 5.35815, -3.29355], [-0.43851, 4.10232, -1.38819], [-3.08465, 3.39089, -1.41094], [-4.17520, 4.39873, 0.56557], [-3.54301, 3.66467, 2.83120], [-1.85149, 1.89188, 3.15198], [-0.77911, 0.85109, 1.20820]],
  "forces_ev_per_a": [[0.058, -0.021, 0.475], [0.164, -0.184, 0.103], [-0.448, 0.536, -0.623], [0.165, -0.202, 0.246], [0.136, -0.206, 0.120], [-0.015, -0.039, -0.008], [-0.021, 0.069, 0.038], [-0.053, -0.067, -0.175], [0.000, 0.003, 0.093], [0.014, 0.035, 0.078], [0.365, -0.298, -0.178], [-0.391, -0.031, 0.045], [-0.030, 0.174, 0.080], [-0.061, 0.085, 0.063], [0.036, -0.016, -0.016], [-0.067, -0.048, -0.027], [0.025, -0.017, 0.021], [0.022, -0.113, 0.122], [0.020, 0.048, 0.085], [-0.002, -0.006, 0.007], [0.019, 0.014, 0.005], [-0.014, -0.003, -0.009], [-0.004, -0.003, 0.001], [0.007, 0.028, 0.015], [0.009, -0.011, -0.010], [0.007, 0.001, -0.002], [0.008, -0.003, -0.002], [0.011, -0.004, -0.001], [0.056, 0.083, -0.112], [-0.056, -0.094, 0.131], [0.078, -0.007, -0.012], [0.049, -0.080, 0.054], [-0.063, 0.056, -0.100], [-0.092, -0.021, 0.034], [-0.013, 0.055, -0.059], [0.065, 0.258, 0.283], [-0.070, 0.192, -0.400], [0.217, -0.391, -0.648], [0.025, 0.003, -0.006], [0.002, -0.012, 0.010], [-0.018, 0.002, 0.016], [-0.013, 0.017, -0.016], [-0.055, 0.116, 0.084], [-0.006, -0.454, 0.245], [0.027, 0.075, -0.205], [-0.015, 0.004, 0.047], [-0.017, 0.006, 0.040], [0.013, 0.029, -0.007], [0.026, -0.005, -0.054], [-0.010, -0.015, 0.090], [-0.074, 0.302, 0.099], [0.017, -0.060, -0.039], [0.018, -0.019, -0.054], [0.035, -0.041, 0.102], [-0.109, -0.002, -0.028], [0.021, 0.048, -0.058], [-0.004, -0.003, -0.012], [0.003, -0.008, -0.009], [0.003, 0.002, 0.000], [-0.005, 0.014, 0.002], [-0.015, 0.002, -0.002], [0.019, 0.007, -0.013], [-0.003, 0.007, -0.006], [0.001, -0.003, 0.005], [0.004, 0.001, 0.008], [0.001, 0.218, 0.049]],
  "homo_lumo_gap_ha": [0.2021, 0.2021],
  "charge": 2,
  "homo_ev": [-13.688, -13.688],
  "de_lowest_kcal_mol": 4.69
}

Entry 2:
{
  "formula": "C33H24IrN12O2S2",
  "method": "ωB97M-V with the def2-TZVPD basis set",
  "symbols": ["Ir", "N", "C", "N", "C", "C", "S", "C", "C", "S", "C", "N", "N", "H", "H", "H", "H", "H", "H", "O", "C", "N", "C", "C", "O", "N", "C", "C", "C", "C", "C", "C", "C", "C", "C", "C", "C", "C", "H", "H", "H", "H", "H", "H", "H", "H", "H", "H", "H", "N", "C", "N", "C", "N", "N", "C", "C", "C", "C", "C", "C", "C", "N", "C", "C", "N", "C", "H", "H", "H", "H", "H", "H", "H"],
  "positions_angstrom": [[0.10652, 0.11915, -0.02606], [0.72241, -2.36771, 2.55021], [0.79854, -1.09584, 2.97063], [0.61795, -0.05055, 2.20309], [0.72291, 1.14189, 2.89457], [0.96590, 1.00226, 4.21571], [1.08234, -0.66705, 4.63791], [0.62310, 2.35546, 2.11445], [0.66257, 3.63633, 2.53612], [0.59228, 4.71843, 1.19075], [0.53051, 3.35373, 0.11109], [0.52712, 2.19580, 0.74521], [0.45887, 3.49170, -1.21582], [0.76226, -2.49151, 1.54339], [1.07547, -3.10515, 3.13425], [1.09204, 1.77011, 4.95862], [0.74082, 4.00891, 3.54245], [0.62076, 4.39615, -1.62273], [0.67025, 2.66097, -1.76820], [1.00416, 0.91801, -2.18283], [-0.04234, 0.51057, -2.73222], [-0.37799, 0.58353, -4.02107], [-1.73861, 0.09920, -4.22716], [-2.08167, -0.36928, -2.76554], [-3.11030, -0.89985, -2.41428], [-1.01966, -0.04127, -1.98504], [-2.68732, 1.23392, -4.62896], [-2.18430, 2.39605, -5.20798], [-3.03874, 3.40561, -5.62449], [-4.40720, 3.27323, -5.45556], [-4.91323, 2.11783, -4.87969], [-4.06297, 1.10307, -4.46977], [-1.81598, -1.03437, -5.24410], [-2.83539, -1.97965, -5.19781], [-2.91568, -2.96888, -6.16594], [-1.98161, -3.02924, -7.18830], [-0.97151, -2.08270, -7.24690], [-0.88933, -1.09159, -6.28234], [0.23519, 0.91742, -4.74169], [-1.12130, 2.52376, -5.35833], [-2.62881, 4.29614, -6.08247], [-5.07294, 4.06369, -5.77444], [-5.98114, 2.00544, -4.74770], [-4.47312, 0.21235, -4.01600], [-3.56039, -1.95726, -4.39786], [-3.71220, -3.69929, -6.11707], [-2.03781, -3.80889, -7.93565], [-0.24125, -2.11153, -8.04441], [-0.10278, -0.35321, -6.36600], [1.18229, -1.64735, -0.14987], [2.07916, -1.95055, -0.88374], [3.04865, -2.42137, -1.46678], [3.63672, -2.41923, -2.63252], [4.19081, -2.45535, -3.64496], [-8.46215, -6.39845, 0.70942], [-7.66508, -5.57521, 0.63163], [-6.67584, -4.54293, 0.57038], [-7.06533, -3.21733, 0.38813], [-6.11817, -2.21149, 0.39475], [-4.78022, -2.52007, 0.60135], [-4.38546, -3.84360, 0.75479], [-5.32696, -4.85376, 0.73038], [-3.81816, -1.47909, 0.68428], [-4.05031, -0.18536, 1.10189], [-2.85529, 0.45543, 1.06099], [-1.90573, -0.43181, 0.62381], [-2.50892, -1.57817, 0.40158], [-8.11005, -2.98076, 0.24479], [-6.42525, -1.18724, 0.23573], [-3.34605, -4.08820, 0.92436], [-5.02576, -5.88467, 0.85029], [-5.01836, 0.16376, 1.40802], [-2.61572, 1.47552, 1.30427], [-2.02731, -2.45680, 0.01126]],
  "forces_ev_per_a": [[-2.377, -1.246, 1.859], [-0.151, 0.071, 0.026], [0.036, -0.260, 0.442], [0.154, 0.549, -1.902], [0.125, -0.171, 0.599], [-0.073, 0.027, -0.133], [-0.096, -0.043, -0.445], [-0.042, 0.440, 0.212], [-0.047, -0.122, -0.060], [0.130, -0.289, -0.169], [-0.109, 0.477, 0.212], [-1.261, -0.321, -1.051], [-0.017, -0.107, 0.078], [0.152, -0.068, -0.051], [-0.005, 0.004, 0.036], [0.023, 0.017, 0.006], [0.019, -0.003, 0.017], [-0.024, 0.002, -0.022], [0.045, 0.089, -0.023], [0.872, -0.077, 0.417], [-0.502, -0.086, -0.617], [-0.009, -0.012, -0.094], [-0.245, -0.066, 0.244], [-0.401, -0.193, -0.199], [0.086, 0.066, 0.094], [2.154, 0.690, 1.479], [0.088, 0.204, -0.007], [-0.038, -0.120, -0.006], [-0.006, 0.047, 0.012], [0.030, 0.015, -0.021], [-0.035, 0.021, 0.025], [0.001, -0.045, -0.008], [0.166, -0.111, -0.063], [-0.011, 0.009, 0.044], [0.040, -0.021, -0.023], [-0.004, -0.008, -0.012], [0.046, 0.000, -0.026], [-0.129, 0.064, 0.067], [0.082, -0.001, 0.050], [0.024, 0.020, 0.013], [-0.007, 0.006, -0.002], [-0.016, -0.009, -0.010], [-0.009, -0.019, 0.005], [0.008, -0.023, -0.015], [-0.013, 0.025, 0.003], [-0.003, -0.009, 0.014], [-0.021, 0.004, -0.014], [0.001, -0.012, -0.002], [0.051, -0.037, -0.006], [-0.971, 0.089, -0.842], [-0.159, -0.288, -0.157], [0.045, 0.108, 0.530], [0.022, 0.001, -0.478], [-0.049, 0.035, 0.104], [0.033, 0.025, -0.036], [-0.181, -0.218, -0.013], [0.196, 0.261, 0.002], [0.023, -0.120, 0.029], [0.109, 0.185, -0.010], [-0.298, -0.416, -0.034], [0.139, 0.128, 0.041], [-0.126, -0.008, -0.044], [0.281, 0.251, 0.102], [0.121, 0.121, -0.001], [-0.124, 0.206, 0.032], [2.073, 0.620, -0.014], [0.243, -0.293, -0.206], [-0.002, 0.011, 0.001], [-0.004, 0.005, -0.022], [0.009, -0.022, 0.020], [0.014, 0.003, 0.042], [-0.020, -0.038, 0.021], [-0.006, -0.004, 0.016], [-0.048, -0.013, -0.056]],
  "homo_lumo_gap_ha": 0.2496,
  "charge": 1,
  "homo_ev": -11.123,
  "de_lowest_kcal_mol": 46.97
}